(1)
Molecular formula: C48H49N7O5P2ReSSe2
Method: DFT, ωB97M-V/def2-TZVPD

Atoms and positions in Å:
Re  -1.91  0.15  -0.18
O  -6.51  3.58  1.65
C  -5.45  3.93  2.36
O  -5.51  4.71  3.28
C  -4.15  3.31  1.99
C  -2.96  3.61  2.62
N  -2.00  2.88  2.03
N  -2.49  2.13  1.05
C  -3.79  2.35  1.01
C  -4.63  1.54  0.05
O  -5.77  1.93  -0.22
O  -4.08  0.49  -0.41
H  -6.28  2.96  0.89
H  -2.78  4.28  3.44
H  -1.02  2.81  2.27
Se  5.55  -0.44  0.96
P  3.75  -0.18  2.03
C  3.94  1.16  3.24
C  4.77  0.97  4.34
C  5.02  2.02  5.22
C  4.45  3.26  4.99
C  3.66  3.47  3.87
C  3.40  2.42  2.99
C  3.35  -1.73  2.89
C  3.07  -1.83  4.25
C  2.85  -3.08  4.81
C  2.86  -4.22  4.02
C  3.11  -4.11  2.66
C  3.36  -2.87  2.10
C  2.15  0.21  1.27
C  1.41  0.21  0.07
N  0.10  0.29  0.46
N  0.06  0.39  1.79
N  1.26  0.33  2.28
P  2.01  0.49  -1.62
Se  0.63  0.30  -3.20
C  2.71  2.17  -1.56
C  3.77  2.48  -0.71
C  4.30  3.76  -0.69
C  3.77  4.74  -1.52
C  2.70  4.44  -2.36
C  2.18  3.16  -2.38
C  3.33  -0.72  -1.86
C  4.54  -0.39  -2.46
C  5.46  -1.39  -2.74
C  5.16  -2.71  -2.45
C  3.94  -3.04  -1.87
C  3.03  -2.05  -1.58
H  5.24  0.00  4.50
H  5.66  1.86  6.08
H  4.64  4.08  5.67
H  3.23  4.44  3.67
H  2.79  2.58  2.12
H  3.03  -0.94  4.87
H  2.66  -3.17  5.88
H  2.68  -5.19  4.46
H  3.12  -5.00  2.03
H  3.58  -2.78  1.05
H  4.20  1.72  -0.07
H  5.13  3.98  -0.04
H  4.18  5.74  -1.51
H  2.28  5.21  -2.99
H  1.36  2.91  -3.05
H  4.77  0.64  -2.68
H  6.41  -1.13  -3.18
H  5.88  -3.49  -2.67
H  3.70  -4.08  -1.66
H  2.07  -2.29  -1.12
C  -3.24  -0.54  3.33
C  -3.13  -1.98  2.93
C  -3.58  -3.01  3.73
C  -3.50  -4.33  3.32
C  -2.94  -4.64  2.08
C  -2.48  -3.65  1.24
C  -1.86  -3.94  -0.09
C  -2.58  -2.29  1.65
N  -2.16  -1.30  0.85
H  -3.59  -0.45  4.36
H  -3.95  -0.03  2.68
H  -2.27  -0.05  3.22
H  -4.00  -2.77  4.70
H  -3.88  -5.12  3.95
H  -2.87  -5.68  1.77
H  -1.97  -4.99  -0.36
H  -0.80  -3.68  -0.07
H  -2.33  -3.31  -0.85
O  -2.45  -1.49  -2.20
S  -1.93  -1.75  -3.58
C  -3.14  -2.93  -4.32
C  -2.37  -4.17  -4.74
C  -1.32  -4.40  -3.65
C  -0.65  -3.05  -3.42
H  -3.63  -2.42  -5.15
H  -3.87  -3.13  -3.53
H  -1.88  -4.01  -5.70
H  -3.03  -5.03  -4.83
H  -0.59  -5.15  -3.96
H  -1.80  -4.75  -2.74
H  0.12  -2.83  -4.16
H  -0.23  -2.93  -2.42
C  -3.22  2.03  -4.63
C  -2.93  3.02  -3.49
C  -1.93  4.09  -3.95
C  -4.21  3.67  -2.96
C  -2.33  2.23  -2.42
N  -1.86  1.55  -1.62
H  -3.59  2.57  -5.49
H  -3.96  1.29  -4.32
H  -2.31  1.50  -4.91
H  -2.39  4.67  -4.75
H  -1.01  3.64  -4.32
H  -1.69  4.77  -3.13
H  -4.69  4.23  -3.76
H  -3.99  4.36  -2.14
H  -4.92  2.93  -2.59

Values from the calculation:
**LUMO (alpha / beta)**: -0.0313 / -0.0221 Ha
**E_tot**: -8580.08356 a.u.
**E_HOMO (alpha / beta)**: -6.9 / -7.4 eV
**Energy relative to the best compared isomer or geometry (same formula, charge and spin)**: 1.455 eV
**<S²>**: 0.7893
**2S+1**: 2
**Frontier orbital gap (alpha / beta)**: 6.03 / 6.83 eV

(2)
Molecular formula: C19H35CuN3O10
Method: DFT, ωB97M-V/def2-TZVPD

Atoms and positions in Å:
Cu  0.70  -1.21  -1.17
C  3.76  -1.97  -2.69
O  2.72  -1.53  -3.17
O  4.39  -2.94  -3.05
O  3.65  -1.98  -1.42
C  0.93  -7.59  0.91
C  -0.25  -8.17  1.26
C  -1.53  -7.39  1.03
O  -2.72  -7.74  1.34
C  -1.56  -6.14  0.44
C  -0.27  -5.58  0.03
C  1.08  -6.40  0.23
O  2.14  -5.89  -0.26
O  -0.27  -4.50  -0.55
O  -0.15  -9.41  1.61
H  1.87  -8.12  1.06
H  -2.47  -5.56  0.37
C  3.65  1.53  1.83
C  3.19  2.80  2.44
C  2.42  3.68  1.42
O  3.10  3.82  0.21
C  4.30  4.54  0.32
N  2.38  2.58  3.65
H  4.09  0.78  2.50
H  4.33  1.58  0.97
H  2.81  1.09  1.30
H  4.02  3.35  2.89
H  2.36  4.69  1.83
H  1.40  3.31  1.31
H  4.46  5.34  1.05
H  4.59  5.07  -0.59
H  5.14  3.87  0.52
H  2.78  2.02  4.39
H  2.09  3.41  4.16
C  -3.50  -0.82  2.46
C  -2.65  0.05  1.47
C  -2.68  1.52  1.87
O  -3.95  2.16  1.66
C  -3.89  3.55  1.45
N  -1.24  -0.37  1.49
H  -4.53  -0.50  2.64
H  -3.08  -0.85  3.46
H  -3.48  -1.85  2.09
H  -2.92  -0.03  0.42
H  -1.94  2.14  1.36
H  -2.34  1.53  2.90
H  -4.90  3.96  1.47
H  -3.29  3.66  0.54
H  -3.33  4.10  2.20
H  -0.76  0.24  2.13
H  -0.95  -1.21  1.97
C  -0.61  3.37  -3.56
C  -0.90  2.02  -2.90
C  -1.58  0.96  -3.89
O  -1.55  -0.28  -3.22
C  -2.46  -1.23  -3.67
N  0.37  1.58  -2.26
H  -0.28  4.14  -2.87
H  -1.50  3.72  -4.09
H  0.25  3.27  -4.23
H  -1.59  2.13  -2.06
H  -1.01  0.97  -4.82
H  -2.60  1.31  -4.01
H  -3.42  -1.15  -3.17
H  -2.04  -2.20  -3.40
H  -2.57  -1.13  -4.75
H  1.03  1.53  -3.03
H  0.76  2.39  -1.80

Values from the calculation:
**Total charge**: -2
**LUMO (alpha / beta)**: 0.1227 / 0.1044 Ha
**E_tot**: -3301.74523 a.u.
**E_HOMO (alpha / beta)**: 0.6 / 0.8 eV
**Energy relative to the best compared isomer or geometry (same formula, charge and spin)**: 7.881 eV
**<S²>**: 0.9145
**2S+1**: 2
**Frontier orbital gap (alpha / beta)**: 2.76 / 2.07 eV

(3)
Molecular formula: C4H6Cl2N2
Method: DFT, ωB97M-V/def2-TZVPD

Atoms and positions in Å:
C  -1.02  -1.24  0.42
C  -0.18  -0.84  -0.93
C  1.29  -0.50  -0.63
C  0.38  2.37  0.92
H  -0.56  -2.35  0.64
H  -1.08  -0.50  1.56
H  -0.23  -1.67  -1.57
H  2.22  -1.11  -0.87
H  -0.59  2.78  1.12
H  1.52  3.24  0.87
N  1.54  0.52  0.08
N  0.28  1.01  0.72
Cl  -2.62  -1.81  -0.21
Cl  -0.94  0.08  -2.12

Values from the calculation:
**LUMO**: 0.0002 Ha
**E_tot**: -1185.68538 a.u.
**E_HOMO**: -9.5 eV
**Energy relative to the best compared isomer or geometry (same formula, charge and spin)**: 5.553 eV
**Frontier orbital gap**: 9.51 eV

(4)
Molecular formula: C19H15BF2NO4SbSe4SiTc
Method: DFT, ωB97M-V/def2-TZVPD

Atoms and positions in Å:
Tc  0.13  0.02  -0.18
O  -1.64  -1.21  0.35
C  -2.58  -1.02  1.11
C  -2.82  0.19  1.89
C  -3.99  0.17  2.67
C  -4.33  1.28  3.42
C  -3.56  2.42  3.42
C  -2.40  2.46  2.65
C  -2.03  1.35  1.91
O  -0.88  1.44  1.15
N  -5.57  1.24  4.23
O  -5.83  2.23  4.87
O  -6.21  0.21  4.18
H  -3.32  -1.82  1.23
H  -4.63  -0.70  2.69
H  -3.87  3.27  4.01
H  -1.80  3.36  2.64
Se  0.34  -4.88  -3.74
Sb  1.07  -3.29  -5.25
Se  -1.51  -1.64  -3.03
Se  0.52  -0.67  -2.28
Se  -0.89  -1.56  -5.26
F  0.34  3.40  0.62
B  0.14  2.40  1.44
F  0.70  2.35  2.62
C  5.01  2.13  3.15
C  5.10  2.77  1.92
C  4.26  2.38  0.89
C  3.30  1.38  1.08
C  3.22  0.76  2.33
C  4.08  1.12  3.36
Si  2.20  0.91  -0.32
C  3.24  0.97  -1.86
C  4.15  -0.04  -2.12
C  4.92  -0.02  -3.28
C  4.78  1.03  -4.18
C  3.88  2.05  -3.93
C  3.10  2.02  -2.78
H  5.68  2.42  3.95
H  5.83  3.55  1.76
H  4.37  2.85  -0.08
H  2.49  -0.02  2.51
H  4.03  0.61  4.31
H  1.33  -0.82  0.50
H  4.29  -0.86  -1.42
H  5.62  -0.81  -3.48
H  5.39  1.06  -5.08
H  3.78  2.87  -4.62
H  2.38  2.81  -2.61

Values from the calculation:
**Total charge**: +1
**LUMO (alpha / beta)**: -0.1614 / -0.1614 Ha
**E_tot**: -11529.42361 a.u.
**E_HOMO (alpha / beta)**: -10.7 / -10.7 eV
**Energy relative to the best compared isomer or geometry (same formula, charge and spin)**: 0.000 eV
**Frontier orbital gap (alpha / beta)**: 6.33 / 6.33 eV

(5)
Molecular formula: CH4INOS
Method: DFT, ωB97M-V/def2-TZVPD

Atoms and positions in Å:
C  -0.17  -0.40  0.58
N  0.37  1.07  -1.57
O  1.04  1.94  0.89
S  0.88  0.87  -0.08
I  3.17  -0.18  0.05
H  0.26  -1.01  1.36
H  -1.16  0.19  0.76
H  -0.20  -0.94  -0.39
H  0.01  2.03  -1.55

Values from the calculation:
**LUMO**: -0.0470 Ha
**E_tot**: -866.29535 a.u.
**E_HOMO**: -9.8 eV
**Energy relative to the best compared isomer or geometry (same formula, charge and spin)**: 1.017 eV
**SMILES string**: C[S@@](=N)(=O)I
**Frontier orbital gap**: 8.51 eV

(6)
Molecular formula: C20H31F3N4O4SSi2SnTe
Method: DFT, ωB97M-V/def2-TZVPD

Atoms and positions in Å:
Sn  0.86  0.45  -1.38
N  5.63  5.64  2.15
C  5.11  4.52  1.69
C  5.69  3.26  2.05
C  5.16  2.11  1.56
C  4.03  2.18  0.71
C  3.45  3.40  0.33
C  3.98  4.56  0.81
S  3.41  0.64  0.07
O  4.33  -0.37  0.46
O  3.16  0.85  -1.37
N  1.90  0.39  0.53
C  1.57  0.34  1.89
N  0.37  -0.16  2.16
C  0.07  -0.25  3.46
C  0.95  0.15  4.45
C  2.15  0.70  4.04
N  2.47  0.81  2.75
H  6.44  5.64  2.75
H  5.24  6.54  1.90
H  6.55  3.24  2.72
H  5.56  1.14  1.81
H  2.60  3.42  -0.33
H  3.55  5.52  0.54
H  -0.90  -0.65  3.70
H  0.71  0.03  5.50
H  2.88  1.07  4.74
C  -6.51  2.93  -0.92
Si  -6.55  1.16  -1.48
C  -8.18  0.29  -1.43
C  -5.83  1.00  -3.20
C  -5.45  0.20  -0.16
Te  -3.50  0.38  -0.85
C  -3.52  -1.46  -1.87
Si  -2.76  -2.90  -0.85
C  -1.03  -2.39  -0.37
C  -3.81  -3.14  0.67
C  -2.71  -4.34  -2.00
H  -7.24  3.52  -1.47
H  -5.53  3.38  -1.09
H  -6.75  3.03  0.14
H  -8.86  0.73  -2.17
H  -8.67  0.38  -0.46
H  -8.07  -0.76  -1.67
H  -6.46  1.59  -3.87
H  -5.86  -0.03  -3.56
H  -4.81  1.37  -3.32
H  -5.75  -0.84  -0.09
H  -5.56  0.73  0.79
H  -2.96  -1.34  -2.80
H  -4.56  -1.69  -2.10
H  -1.00  -1.42  0.15
H  -0.38  -2.37  -1.25
H  -0.59  -3.11  0.33
H  -3.84  -2.24  1.29
H  -3.42  -3.95  1.28
H  -4.84  -3.41  0.41
H  -2.01  -4.16  -2.82
H  -3.69  -4.56  -2.44
H  -2.38  -5.25  -1.48
F  -1.48  3.58  2.38
C  -1.70  2.72  1.40
F  -2.11  1.55  1.94
F  -2.71  3.18  0.64
C  -0.43  2.50  0.53
O  0.59  3.06  0.83
O  -0.64  1.73  -0.49

Values from the calculation:
**Total charge**: +2
**LUMO (alpha / beta)**: -0.2742 / -0.3207 Ha
**E_tot**: -3059.31419 a.u.
**E_HOMO (alpha / beta)**: -14.3 / -14.1 eV
**Energy relative to the best compared isomer or geometry (same formula, charge and spin)**: 0.000 eV
**Frontier orbital gap (alpha / beta)**: 6.89 / 5.41 eV

Question: Among the records above, which one has the highest energy relative to the best compared isomer or geometry (same formula, charge and spin)?
Answer: C19H35CuN3O10

Question: What is the formula in the second record?
Answer: C19H35CuN3O10

Question: The highest energy relative to the best compared isomer or geometry (same formula, charge and spin) belongs to which entry?
Answer: C19H35CuN3O10